Entry from OMol25: a molecular structure, C29H27MgN6STe in a non-equilibrium geometry (ωB97M-V/def2-TZVPD).

```
! wB97M-V def2-TZVPD RIJCOSX def2/J DEFGRID3
* xyz 1 1
Mg -12.266 -13.014 2.999
C -12.954 -9.685 5.964
C -12.328 -10.666 5.100
N -12.833 -11.200 4.037
C -14.092 -10.780 3.640
C -14.924 -9.945 4.483
C -14.212 -9.440 5.625
C -16.213 -9.583 4.114
C -16.669 -10.051 2.906
C -15.878 -10.867 2.050
C -14.648 -11.330 2.369
N -13.779 -12.271 1.818
C -13.917 -12.916 0.576
C -14.825 -12.581 -0.465
C -15.052 -13.521 -1.528
C -14.515 -14.748 -1.505
C -13.515 -15.115 -0.548
C -12.814 -16.328 -0.491
C -11.841 -16.536 0.500
C -11.783 -15.629 1.538
N -12.424 -14.488 1.572
C -13.272 -14.223 0.481
H -12.417 -9.209 6.802
H -11.396 -11.054 5.339
H -14.774 -8.674 6.274
H -16.833 -8.933 4.739
H -17.659 -9.775 2.572
H -16.377 -11.390 1.249
H -15.491 -11.725 -0.400
H -15.846 -13.281 -2.249
H -14.601 -15.456 -2.272
H -12.911 -17.082 -1.269
H -11.354 -17.514 0.554
H -11.169 -15.846 2.389
C -8.413 -16.672 3.484
N -8.416 -15.246 2.985
C -7.387 -14.810 2.173
C -7.602 -13.529 1.890
N -8.763 -13.135 2.613
C -9.246 -14.220 3.211
S -10.574 -14.305 4.384
C -9.366 -11.810 2.415
C -8.545 -10.704 2.272
C -9.062 -9.493 1.854
C -10.386 -9.453 1.469
C -11.118 -10.592 1.618
N -10.651 -11.768 2.145
H -7.810 -16.830 4.350
H -8.082 -17.244 2.601
H -9.394 -16.997 3.847
H -6.651 -15.558 1.801
H -7.051 -12.850 1.238
H -7.482 -10.750 2.530
H -8.320 -8.671 1.931
H -10.788 -8.541 1.203
H -12.165 -10.724 1.383
C -11.519 -13.649 -3.131
Te -9.605 -13.672 -2.094
C -8.325 -13.189 -3.737
H -11.564 -14.378 -3.840
H -11.654 -12.641 -3.498
H -12.187 -13.896 -2.369
H -7.326 -13.270 -3.264
H -8.428 -12.190 -4.058
H -8.468 -13.852 -4.546
*
```

Results
DFT total energy = -63021.994 eV
ΔE to the lowest compared entry with this formula, charge and spin = 13.3 kcal per mole
Frontier orbital gap = 0.245 Eh



Entry from OMol25: a molecular structure, C29H27N4O4PtS2 in a non-equilibrium geometry (ωB97M-V/def2-TZVPD).

```
! wB97M-V def2-TZVPD RIJCOSX def2/J DEFGRID3
* xyz 3 5
Pt 0.180 0.625 0.066
C 6.688 1.001 5.203
C 5.782 1.075 4.042
C 6.067 1.960 2.982
C 5.184 2.114 1.929
C 4.031 1.340 1.909
C 3.738 0.430 2.918
C 4.614 0.292 3.974
S 2.748 1.655 0.737
O 3.051 2.715 -0.168
O 2.291 0.396 0.083
N 1.435 2.036 1.679
C 0.893 3.246 1.636
C 1.421 4.474 1.319
C 0.362 5.488 1.170
C -1.646 5.084 0.313
C -2.155 3.760 -0.086
C -3.425 3.394 -0.407
C -3.806 2.041 -0.314
C -2.888 1.069 0.082
N -1.637 1.354 0.394
C -1.163 2.724 0.339
H 7.009 1.996 5.518
H 7.614 0.486 4.916
H 6.250 0.468 6.043
H 6.985 2.532 3.000
H 5.375 2.811 1.128
H 2.816 -0.129 2.860
H 4.391 -0.409 4.766
H 2.465 4.677 1.167
H 0.637 6.468 1.553
H -2.409 5.857 0.286
H -4.163 4.136 -0.683
H -4.821 1.757 -0.540
H -3.192 0.032 0.141
N -0.920 7.945 -0.100
C -0.370 7.022 -0.880
O 0.022 7.213 -2.003
C -0.282 5.571 -0.295
C 0.388 4.724 -1.306
C 0.558 3.360 -1.327
N -0.040 2.465 -0.560
C -0.618 3.328 1.706
C -0.938 4.831 1.664
H -0.990 8.879 -0.484
H -1.224 7.807 0.848
H 0.849 5.285 -2.114
H 1.245 2.947 -2.062
H -1.057 2.788 2.541
H -1.401 5.216 2.570
C -0.271 -3.941 0.103
S 0.310 -2.390 -0.635
O 0.075 -1.387 0.512
C 2.086 -2.746 -0.622
C 2.765 -2.826 0.584
C 4.090 -3.230 0.574
C 4.733 -3.496 -0.630
C 4.044 -3.409 -1.832
C 2.716 -3.009 -1.832
H 0.029 -3.982 1.145
H 0.162 -4.776 -0.440
H -1.354 -3.976 0.015
H 2.260 -2.610 1.512
H 4.615 -3.362 1.509
H 5.784 -3.746 -0.634
H 4.543 -3.624 -2.764
H 2.181 -2.905 -2.763
*
```

Results
DFT total energy = -69545.575 eV
ΔE to the lowest compared entry with this formula, charge and spin = 78.6 kcal per mole
<S²> = 6.07
Frontier orbital gap (alpha / beta) = 0.245 / 0.143 Eh



Entry from OMol25: a molecular structure, C29H27N9NiP2 (ωB97M-V/def2-TZVPD).

```
! wB97M-V def2-TZVPD RIJCOSX def2/J DEFGRID3
* xyz 0 3
Ni 0.975 0.913 0.559
C 0.472 -2.001 -1.466
C 1.161 -0.848 -2.213
P 0.675 0.827 -1.650
C -1.067 1.000 -2.188
C -1.731 0.092 -3.006
C -3.068 0.280 -3.340
C -3.754 1.385 -2.863
C -3.101 2.304 -2.049
C -1.773 2.107 -1.709
C 1.555 1.938 -2.796
C 2.513 2.814 -2.297
C 3.182 3.678 -3.155
C 2.894 3.671 -4.512
C 1.936 2.800 -5.018
C 1.268 1.940 -4.161
C 0.693 -2.053 0.062
P -0.486 -0.916 0.894
C -2.109 -1.757 0.670
C -2.260 -3.076 0.254
C -3.524 -3.644 0.148
C -4.654 -2.903 0.459
C -4.517 -1.580 0.860
C -3.255 -1.012 0.952
C -0.223 -1.181 2.687
C -0.772 -0.069 3.533
C -0.369 -0.082 5.020
C 0.305 -1.308 5.536
C 0.664 -2.278 4.705
C 0.436 -2.190 3.249
H 0.832 -2.939 -1.895
H -0.600 -1.977 -1.674
H 0.981 -0.949 -3.286
H 2.243 -0.874 -2.057
H -1.210 -0.771 -3.399
H -3.570 -0.440 -3.974
H -4.795 1.531 -3.122
H -3.631 3.170 -1.674
H -1.272 2.817 -1.060
H 2.746 2.807 -1.241
H 3.932 4.351 -2.761
H 3.417 4.344 -5.179
H 1.707 2.795 -6.076
H 0.510 1.274 -4.557
H 1.698 -1.708 0.317
H 0.597 -3.078 0.423
H -1.397 -3.680 0.007
H -3.622 -4.670 -0.181
H -5.636 -3.348 0.378
H -5.393 -0.986 1.084
H -3.162 0.038 1.215
H -1.827 0.101 3.327
H -1.151 0.265 5.689
H 0.489 -1.380 6.600
H 1.146 -3.168 5.089
H 0.833 -2.988 2.632
N 3.446 1.128 2.920
C 2.164 1.119 3.347
N 1.881 0.959 4.653
N 0.539 1.105 4.707
N 0.016 1.235 3.390
N 1.110 1.250 2.541
C 3.836 0.829 1.611
N 5.093 0.645 1.280
N 5.028 0.327 -0.033
N 3.803 0.325 -0.437
N 2.998 0.663 0.603
H 4.155 1.026 3.628
*
```

Results
DFT total energy = -103539.469 eV
<S²> = 2.02
Frontier orbital gap (alpha / beta) = 0.258 / 0.256 Eh



Entry from OMol25: C29H27NO4 in the gas phase (ωB97M-V/def2-TZVPD).

```
! wB97M-V def2-TZVPD RIJCOSX def2/J DEFGRID3
* xyz 0 1
C 2.441 -8.136 -3.577
C 1.799 -7.298 -3.004
C 1.040 -6.313 -2.328
C -0.081 -6.677 -1.584
C -0.819 -5.712 -0.928
C -0.458 -4.372 -0.996
C 0.664 -4.014 -1.736
C 1.407 -4.969 -2.398
H 2.274 -4.685 -2.976
H 0.947 -2.973 -1.799
C -1.246 -3.323 -0.251
C -1.405 -2.073 -1.063
C -1.250 -0.852 -0.549
O -0.998 -0.589 0.773
C -1.153 -1.696 1.648
O -0.531 -1.412 2.849
C -1.123 -0.356 3.593
C -0.812 1.017 3.054
C -1.824 1.918 2.745
C -1.518 3.193 2.306
C -0.195 3.595 2.163
C 0.815 2.683 2.439
C 0.509 1.408 2.879
H 1.297 0.705 3.101
H 1.846 2.988 2.336
C 0.115 5.018 1.760
O 1.470 5.278 1.516
H 1.752 4.776 0.741
H -0.164 5.683 2.586
H -0.498 5.293 0.888
H -2.313 3.891 2.086
H -2.858 1.626 2.863
H -0.701 -0.463 4.598
H -2.211 -0.506 3.646
C -0.535 -2.962 1.060
H -0.609 -3.765 1.792
H 0.521 -2.761 0.872
H -2.245 -1.844 1.802
C -1.336 0.367 -1.407
O -1.504 0.303 -2.610
N -1.219 1.524 -0.723
H -1.051 1.481 0.272
C -1.133 2.797 -1.384
C 0.255 3.391 -1.378
C 1.363 2.658 -0.975
C 2.628 3.224 -1.008
C 2.800 4.526 -1.446
C 1.697 5.265 -1.849
C 0.435 4.700 -1.813
H -0.422 5.274 -2.134
H 1.823 6.280 -2.193
H 3.786 4.964 -1.476
H 3.482 2.641 -0.697
H 1.241 1.638 -0.644
H -1.444 2.626 -2.421
H -1.837 3.499 -0.921
H -1.622 -2.159 -2.115
H -2.239 -3.732 -0.023
H -1.689 -6.003 -0.356
H -0.368 -7.717 -1.529
H 3.004 -8.865 -4.078
*
```

Results
DFT total energy = -40190.067 eV
SMILES = C#Cc1ccc([C@@H]2C=C(C(=O)NCc3ccccc3)O[C@H](OCc3ccc(CO)cc3)C2)cc1
ΔE to the lowest compared entry with this formula, charge and spin = 37.5 kcal per mole
Frontier orbital gap = 0.343 Eh



Entry from OMol25: a molecular structure, C29H28BN10NiP (ωB97M-V/def2-TZVPD).

```
! wB97M-V def2-TZVPD RIJCOSX def2/J DEFGRID3
* xyz 0 1
Ni 0.261 0.796 0.075
C 3.506 1.978 -2.149
C 2.702 0.993 -1.577
N 1.730 1.550 -0.864
N 1.886 2.887 -0.947
C 2.952 3.164 -1.713
B 1.022 3.904 -0.161
N 1.307 3.781 1.357
C 2.382 4.291 1.983
C 2.376 3.855 3.289
C 1.225 3.061 3.369
N 0.588 3.012 2.202
N -0.450 3.606 -0.450
C -1.456 4.437 -0.762
C -2.603 3.687 -0.931
C -2.193 2.371 -0.697
N -0.898 2.340 -0.410
H 4.364 1.842 -2.782
H 2.772 -0.080 -1.644
H 3.237 4.187 -1.891
H 1.320 5.006 -0.538
H 3.074 4.926 1.454
H 3.087 4.079 4.065
H 0.832 2.521 4.217
H -1.279 5.496 -0.849
H -3.585 4.037 -1.197
H -2.760 1.454 -0.723
C 1.294 -5.445 -4.225
C 1.965 -4.235 -4.341
C 1.561 -3.145 -3.586
C 0.498 -3.246 -2.689
C -0.170 -4.463 -2.584
C 0.223 -5.554 -3.349
P 0.087 -1.738 -1.721
C -1.502 -2.222 -0.941
C -2.676 -1.828 -1.581
C -3.917 -2.121 -1.034
C -3.997 -2.803 0.173
C -2.834 -3.195 0.822
C -1.595 -2.906 0.268
C 1.241 -1.859 -0.304
C 2.027 -2.977 -0.021
C 2.874 -2.972 1.078
C 2.927 -1.851 1.899
C 2.146 -0.738 1.614
C 1.304 -0.717 0.506
H 1.601 -6.296 -4.819
H 2.796 -4.140 -5.028
H 2.077 -2.197 -3.694
H -1.004 -4.564 -1.901
H -0.308 -6.493 -3.256
H -2.613 -1.277 -2.514
H -4.819 -1.809 -1.544
H -4.963 -3.022 0.609
H -2.892 -3.720 1.767
H -0.690 -3.195 0.789
H 1.981 -3.852 -0.659
H 3.488 -3.837 1.293
H 3.587 -1.841 2.758
H 2.210 0.135 2.257
N -2.175 2.674 3.100
C -2.951 1.637 3.429
N -3.913 1.822 4.362
N -2.849 0.420 2.921
C -1.929 0.282 2.001
N -1.138 0.167 1.171
H -2.257 3.536 3.609
H -1.325 2.583 2.529
H -4.192 2.747 4.631
H -4.574 1.075 4.480
*
```

Results
DFT total energy = -96439.837 eV
ΔE to the lowest compared entry with this formula, charge and spin = 0.0 kcal per mole
Frontier orbital gap = 0.293 Eh



Entry from OMol25: a molecular structure, C29H28Cl4N2NiOPSSi in a non-equilibrium geometry (ωB97M-V/def2-TZVPD).

```
! wB97M-V def2-TZVPD RIJCOSX def2/J DEFGRID3
* xyz 1 3
Ni 0.190 0.352 -0.219
Cl -1.355 -1.341 -0.024
C -1.618 -2.097 -1.570
C -2.643 -3.011 -1.706
C -2.873 -3.561 -2.959
C -2.092 -3.191 -4.043
C -1.056 -2.282 -3.884
C -0.795 -1.733 -2.633
P 0.573 -0.569 -2.314
C 1.051 0.004 -3.957
C 2.137 -0.529 -4.645
C 2.438 -0.056 -5.913
C 1.669 0.944 -6.490
C 0.585 1.476 -5.802
C 0.280 1.011 -4.536
C 1.940 -1.633 -1.751
C 1.861 -3.020 -1.649
C 2.967 -3.738 -1.219
C 4.151 -3.083 -0.907
C 4.234 -1.701 -1.016
C 3.128 -0.972 -1.421
H -3.255 -3.288 -0.858
H -3.678 -4.271 -3.086
H -2.288 -3.613 -5.020
H -0.444 -1.996 -4.729
H 2.744 -1.305 -4.197
H 3.281 -0.470 -6.451
H 1.918 1.316 -7.474
H -0.012 2.260 -6.249
H -0.550 1.437 -3.982
H 0.951 -3.538 -1.926
H 2.909 -4.817 -1.147
H 5.014 -3.652 -0.586
H 5.160 -1.190 -0.786
H 3.188 0.107 -1.530
Cl 3.155 2.238 0.847
Si 1.338 2.363 -0.197
Cl 2.005 2.807 -2.149
Cl 0.480 4.093 0.514
C 2.807 -0.090 5.049
C 3.397 -1.141 4.113
C 2.652 -1.222 2.784
N 1.329 -1.812 2.951
C 0.167 -1.200 2.816
S 0.004 0.445 2.372
N -0.985 -1.881 3.079
C -1.213 -3.247 3.423
O -2.128 -3.812 2.884
C -0.347 -3.853 4.461
C -0.087 -5.222 4.413
C 0.670 -5.815 5.407
C 1.150 -5.054 6.466
C 0.859 -3.698 6.539
C 0.113 -3.096 5.543
H 3.382 -0.037 5.973
H 1.772 -0.321 5.310
H 2.827 0.894 4.579
H 3.388 -2.125 4.594
H 4.437 -0.891 3.897
H 3.199 -1.846 2.078
H 2.541 -0.230 2.358
H 1.322 -2.754 3.318
H -1.822 -1.416 2.760
H -0.485 -5.804 3.592
H 0.876 -6.877 5.367
H 1.741 -5.522 7.242
H 1.205 -3.112 7.380
H -0.143 -2.046 5.612
*
```

Results
DFT total energy = -154689.744 eV
ΔE to the lowest compared entry with this formula, charge and spin = 14.2 kcal per mole
<S²> = 2.01
Frontier orbital gap (alpha / beta) = 0.279 / 0.285 Eh